# C6H16NO

A cluster of 3 separate species, C6H16NO in total in a non-equilibrium geometry (ωB97M-V/def2-TZVPD, the Open Molecules 2025 dataset).

```
! wB97M-V def2-TZVPD RIJCOSX def2/J DEFGRID3
* xyz 0 2
O 1.10 -1.60 0.75
N 2.86 -0.23 2.51
C 0.17 1.21 -0.13
C 0.97 0.10 -2.27
C 0.27 1.31 -1.67
C -0.90 0.25 0.33
C -2.21 0.40 0.17
C -3.18 -0.77 0.29
H 0.82 0.05 -3.35
H -2.67 1.38 0.20
H -0.01 2.19 0.32
H -4.18 -0.39 0.49
H -2.88 -1.39 1.14
H 2.45 0.04 3.39
H 0.84 2.23 -1.86
H 1.27 -2.55 0.78
H 2.02 0.04 -1.98
H 3.79 -0.57 2.74
H 0.52 -0.81 -1.88
H -0.74 1.40 -2.07
H -0.50 -0.78 0.46
H -3.24 -1.29 -0.66
H 1.10 0.76 0.22
H 2.33 -0.99 2.09
*
```

Total energy: -368.0588 a.u.
HOMO (alpha / beta): -8.95 / -8.92 eV
Kohn-Sham gap (alpha / beta): 9.53 / 6.39 eV
LUMO level (alpha / beta): 0.583 / -2.536 eV

Here are the Löwdin charges for atoms 1 to 5, given in e: number 1, O, carries -0.015; number 2, N, carries 0.019; number 3, C, carries -0.210; number 4, C, carries -0.116; number 5, C, carries -0.253

# C5H8O2

An isolated molecule of C5H8O2 in a non-equilibrium geometry (ωB97M-V/def2-TZVPD, the Open Molecules 2025 dataset).

```
! wB97M-V def2-TZVPD RIJCOSX def2/J DEFGRID3
* xyz 0 1
O -0.26 0.57 -1.81
O 1.79 -0.50 -0.79
C -0.88 -0.92 0.69
C 0.44 -0.90 0.90
C 1.07 0.27 0.18
C -1.33 0.46 0.32
C -0.14 1.00 -0.49
H 1.70 0.92 0.79
H 1.09 -1.58 1.44
H -1.42 1.03 1.25
H -0.06 2.09 -0.45
H 1.20 -1.36 -0.55
H -2.28 0.52 -0.21
H -1.53 -1.79 0.73
H 0.61 0.18 -2.00
*
```

Total energy: -345.7260 a.u.
HOMO: -9.70 eV
Kohn-Sham gap: 10.67 eV
LUMO level: 0.965 eV

Here are the Löwdin charges for atoms 1 to 5, given in e: number 1, O, carries -0.024; number 2, O, carries -0.076; number 3, C, carries -0.048; number 4, C, carries -0.095; number 5, C, carries -0.304

# C13H20ClN3S

An isolated molecule of C13H20ClN3S (ωB97M-V/def2-TZVPD, the Open Molecules 2025 dataset).

```
! wB97M-V def2-TZVPD RIJCOSX def2/J DEFGRID3
* xyz 0 1
Cl -1.05 3.42 -3.70
S -1.33 -1.38 3.22
N 2.27 -1.73 0.47
N -0.44 -1.62 0.73
N -1.31 0.45 1.39
C -0.95 2.48 0.17
C -1.00 -0.85 1.69
C 2.58 -1.89 2.93
C 3.23 -1.71 1.56
C 1.54 -2.98 0.35
C 0.16 -2.89 1.02
C -1.14 2.54 -2.22
C 2.88 -1.31 -0.79
C -0.89 3.19 -1.02
C -1.25 1.11 0.17
C -1.47 1.19 -2.23
C 1.86 -0.72 -1.76
C -1.53 0.49 -1.05
H 1.39 -3.21 -0.71
H 2.10 -3.82 0.79
H -1.69 0.70 -3.17
H 1.37 0.14 -1.32
H 3.72 -0.74 1.54
H -0.48 -3.70 0.64
H 3.62 -0.54 -0.57
H 2.25 -2.91 3.09
H -0.76 2.98 1.10
H 2.37 -0.40 -2.67
H 4.01 -2.49 1.42
H -0.01 -1.13 -0.04
H 0.23 -3.00 2.11
H 1.11 -1.45 -2.05
H -1.84 -0.55 -1.06
H 1.74 -1.22 3.04
H 3.42 -2.14 -1.28
H -0.65 4.24 -1.01
H -1.54 1.00 2.20
H 3.31 -1.66 3.70
*
```

Total energy: -1530.0214 a.u.
HOMO: -8.11 eV
Kohn-Sham gap: 8.83 eV
LUMO level: 0.721 eV

Here are the Löwdin charges for atoms 1 to 5, given in e: number 1, Cl, carries 0.668; number 2, S, carries 0.638; number 3, N, carries -0.199; number 4, N, carries 0.006; number 5, N, carries 0.042

# C5H34O11

A cluster of 12 separate species, C5H34O11 in total in a non-equilibrium geometry (ωB97M-V/def2-TZVPD, the Open Molecules 2025 dataset).

```
! wB97M-V def2-TZVPD RIJCOSX def2/J DEFGRID3
* xyz 0 1
O 1.97 -2.05 2.94
O -1.59 1.51 1.38
O 0.11 -3.00 1.20
O -0.29 0.70 3.60
O 1.54 2.98 -1.66
O -2.58 2.66 -1.05
O -0.64 -2.05 3.64
O 1.79 1.94 2.33
O -2.95 0.87 -3.38
O -0.52 -3.98 -1.39
O 3.97 3.19 0.16
C -2.54 -1.02 -0.77
C -0.33 -0.24 -1.92
C -1.05 -0.85 -0.76
C 1.26 -0.13 -1.30
C 2.39 0.21 -2.17
H -3.15 -0.11 -3.49
H -2.88 -1.51 -1.71
H 0.34 -3.93 1.22
H -0.66 -1.80 -0.58
H -0.88 -1.10 3.44
H -3.08 -1.59 0.09
H 3.29 0.03 -1.76
H -3.00 -0.04 -0.90
H -0.86 -3.00 -1.53
H -0.69 0.95 2.86
H -0.37 -2.88 2.04
H -2.95 2.79 -2.04
H 1.11 0.63 -0.43
H -0.77 -3.96 -0.49
H -1.24 1.13 0.56
H 1.49 -1.14 -0.87
H -2.23 1.13 -3.98
H 0.27 -2.01 3.97
H -0.70 0.69 -2.30
H 2.34 -0.55 -3.00
H -0.37 -0.91 -2.81
H 0.95 2.46 2.40
H -1.93 2.36 1.08
H 1.72 -1.92 2.07
H -1.06 0.57 4.18
H 3.99 2.24 0.11
H -2.47 1.78 -0.99
H 2.90 -2.03 3.10
H -0.63 -0.29 0.20
H 2.25 1.18 -2.72
H 1.46 1.16 2.62
H 3.84 3.35 1.14
H 1.05 2.37 -1.09
H 2.38 3.22 -1.22
*
```

Total energy: -1038.4218 a.u.
HOMO: -10.61 eV
Kohn-Sham gap: 10.80 eV
LUMO level: 0.191 eV

Here are the Löwdin charges for atoms 1 to 5, given in e: number 1, O, carries -0.008; number 2, O, carries -0.029; number 3, O, carries -0.067; number 4, O, carries -0.009; number 5, O, carries -0.076

# C2H17B2O5Zr

A structure of composition C2H17B2O5Zr in a non-equilibrium geometry (ωB97M-V/def2-TZVPD, the Open Molecules 2025 dataset).

```
! wB97M-V def2-TZVPD RIJCOSX def2/J DEFGRID3
* xyz 1 1
Zr -0.62 -0.03 0.39
O -0.18 1.82 3.02
O -3.76 0.77 0.96
O -2.42 -2.03 -1.50
O 2.17 -0.76 -2.13
O 3.04 -0.18 -0.37
C 3.29 -0.53 -1.54
C 4.66 -0.45 -2.24
B -0.41 -2.72 2.19
B -0.95 2.90 -1.06
H -0.42 -3.67 2.70
H 5.46 -0.64 -1.53
H -1.46 3.31 -0.20
H -4.40 0.60 0.27
H -0.93 3.66 -1.83
H -3.37 -2.07 -1.64
H 4.81 0.56 -2.62
H -0.59 1.64 3.87
H 0.04 -2.81 1.21
H 0.05 2.58 -0.80
H 0.28 2.66 3.15
H -1.41 -2.33 2.07
H 4.72 -1.12 -3.09
H -1.50 2.05 -1.42
H 0.15 -1.95 2.69
H -2.07 -2.73 -2.06
H -4.16 1.46 1.50
*
```

Total energy: -558.4766 a.u.
HOMO: -13.27 eV
Kohn-Sham gap: 4.03 eV
LUMO level: -9.239 eV

Here are the Löwdin charges for atoms 1 to 5, given in e: number 1, Zr, carries 2.045; number 2, O, carries -0.050; number 3, O, carries -0.055; number 4, O, carries -0.050; number 5, O, carries 0.044

# C4H7NO

An isolated molecule of C4H7NO in a non-equilibrium geometry (ωB97M-V/def2-TZVPD, the Open Molecules 2025 dataset).

```
! wB97M-V def2-TZVPD RIJCOSX def2/J DEFGRID3
* xyz 0 1
O 0.00 -0.49 1.02
N -1.27 -0.92 -2.15
C 0.95 1.33 -0.22
C -1.23 -1.01 -1.00
C -1.07 -1.21 0.46
C 1.08 -0.14 0.16
H 0.72 1.89 0.69
H 0.14 1.49 -0.93
H 2.00 -0.33 0.72
H 1.10 -0.79 -0.72
H 1.88 1.71 -0.65
H -0.95 -2.29 0.61
H -1.98 -0.89 0.98
*
```

Total energy: -286.5692 a.u.
HOMO: -10.43 eV
Kohn-Sham gap: 11.29 eV
LUMO level: 0.856 eV

Here are the Löwdin charges for atoms 1 to 5, given in e: number 1, O, carries -0.145; number 2, N, carries 0.163; number 3, C, carries -0.070; number 4, C, carries -0.199; number 5, C, carries -0.199

Look up the total energy of the third one.
-1530.0214 a.u.

Please write out number 3 again, unchanged.
# C13H20ClN3S

An isolated molecule of C13H20ClN3S (ωB97M-V/def2-TZVPD, the Open Molecules 2025 dataset).

```
! wB97M-V def2-TZVPD RIJCOSX def2/J DEFGRID3
* xyz 0 1
Cl -1.05 3.42 -3.70
S -1.33 -1.38 3.22
N 2.27 -1.73 0.47
N -0.44 -1.62 0.73
N -1.31 0.45 1.39
C -0.95 2.48 0.17
C -1.00 -0.85 1.69
C 2.58 -1.89 2.93
C 3.23 -1.71 1.56
C 1.54 -2.98 0.35
C 0.16 -2.89 1.02
C -1.14 2.54 -2.22
C 2.88 -1.31 -0.79
C -0.89 3.19 -1.02
C -1.25 1.11 0.17
C -1.47 1.19 -2.23
C 1.86 -0.72 -1.76
C -1.53 0.49 -1.05
H 1.39 -3.21 -0.71
H 2.10 -3.82 0.79
H -1.69 0.70 -3.17
H 1.37 0.14 -1.32
H 3.72 -0.74 1.54
H -0.48 -3.70 0.64
H 3.62 -0.54 -0.57
H 2.25 -2.91 3.09
H -0.76 2.98 1.10
H 2.37 -0.40 -2.67
H 4.01 -2.49 1.42
H -0.01 -1.13 -0.04
H 0.23 -3.00 2.11
H 1.11 -1.45 -2.05
H -1.84 -0.55 -1.06
H 1.74 -1.22 3.04
H 3.42 -2.14 -1.28
H -0.65 4.24 -1.01
H -1.54 1.00 2.20
H 3.31 -1.66 3.70
*
```

Total energy: -1530.0214 a.u.
HOMO: -8.11 eV
Kohn-Sham gap: 8.83 eV
LUMO level: 0.721 eV

Here are the Löwdin charges for atoms 1 to 5, given in e: number 1, Cl, carries 0.668; number 2, S, carries 0.638; number 3, N, carries -0.199; number 4, N, carries 0.006; number 5, N, carries 0.042

What is the total energy in the fourth record?
-1038.4218 a.u.

What is the formula in the fifth record?
C2H17B2O5Zr